Here is a cluster of 2 separate species, H4N3P in total in a non-equilibrium geometry from the OMol25 dataset. Energies are from the ωB97M-V functional and the def2-TZVPD basis.

Positions of all 8 atoms, in Å:
N -1.7219 0.0717 -0.6788
N -1.0000 0.8876 -1.1199
N -0.2121 -1.1290 0.2944
P 0.5754 1.3420 -0.6968
H -0.8481 -1.6788 0.8256
H -0.0147 -1.4929 -0.5845
H 0.8640 1.8445 -1.9474
H 1.1241 0.0328 -0.8494

Cartesian forces, eV/Å:
N 3.467 -0.260 0.186
N -3.308 -0.428 0.090
N -1.711 2.732 1.488
P 1.460 -0.534 0.878
H -0.461 -0.994 0.108
H 0.115 -1.748 -1.767
H 0.192 0.288 -0.742
H 0.246 0.944 -0.241

Output
**Energy above the lowest of the compared OMol25 structures with the same formula, charge and spin**: 2.786 eV
**Total charge**: 0
**Kohn-Sham gap (spin up / spin down)**: 7.8 / 7.8 eV